This record from the Open Molecules 2025 dataset describes C2H4FNO in the gas phase. The level of theory is ωB97M-V/def2-TZVPD.

As for the HOMO-LUMO gap: 0.41972 hartree. The value obtained for the molar mass is 77.1 g/mol.

Bonds (Å) are listed after each position.
Cartesian coordinates (Å):
1 O 0.35076 -1.82595 1.24513  N2 1.424, H6 1.039
2 N -0.30383 -0.67619 0.71789  O1 1.424, C3 1.276
3 C 0.17639 -0.34402 -0.41666  N2 1.276, C4 1.516, H7 1.037
4 C -0.44349 0.86912 -1.08199  C3 1.516, F5 1.365, H8 1.102, H9 1.048
5 F 0.20933 1.91992 -0.50489  C4 1.365
6 H -0.11233 -1.65000 2.15821  O1 1.039
7 H 0.91880 -0.98398 -0.75604  C3 1.037
8 H -0.38115 0.87686 -2.18251  C4 1.102
9 H -1.38599 0.66822 -0.67004  C4 1.048

These are the Mulliken partial charges, in e, on atoms 1 to 5: atom 1 (O): -0.387, atom 2 (N): -0.363, atom 3 (C): -0.198, atom 4 (C): -0.190, atom 5 (F): -0.256